Entry 1:
A molecular structure, C27H20AgCl4IN6O2. Source: the OMol25 dataset; level of theory: ωB97M-V with the def2-TZVPD basis set.

Summary:
maximum force = 0.65 eV/A
energy above the lowest of the compared OMol25 structures with the same formula, charge and spin = 182.8 kJ/mol
HOMO-LUMO gap = 0.1282 Ha
HOMO level = 0.0131 Eh

Geometry as ORCA input:
```
! RIJCOSX wB97M-V def2-TZVPD def2/J DEFGRID3
* xyz -2 1
Ag -0.63 0.54 0.03
Cl 4.64 -5.33 1.35
C 3.45 -4.35 0.53
C 2.74 -4.87 -0.53
Cl 3.01 -6.50 -1.07
C 1.77 -4.05 -1.14
Cl 0.80 -4.72 -2.42
C 1.52 -2.75 -0.76
O 0.49 -2.09 -1.30
C 2.29 -2.16 0.33
O 2.07 -1.00 0.75
C 3.23 -3.04 0.95
Cl 4.06 -2.40 2.35
I -3.31 2.00 -1.65
C -2.21 1.33 -3.33
C -2.77 1.72 -4.52
C -2.24 1.31 -5.75
C -1.14 0.46 -5.69
C -0.56 0.05 -4.50
C 0.57 -0.83 -4.54
C 1.22 -1.21 -3.44
C 0.81 -0.76 -2.09
C -0.37 0.15 -2.02
C -1.03 0.49 -3.17
H -3.65 2.34 -4.50
H -2.68 1.62 -6.69
H -0.70 0.08 -6.61
H 0.90 -1.17 -5.52
H 2.07 -1.88 -3.51
H 1.66 -0.39 -1.52
N -1.67 2.59 1.50
H -1.00 3.34 1.66
H -2.00 2.24 2.39
H -2.43 2.95 0.94
C -0.35 -2.33 1.88
C 0.09 -1.14 2.65
N -0.05 0.11 2.30
C 0.50 0.87 3.30
C 1.00 0.07 4.27
N 0.73 -1.22 3.86
C 1.13 -2.42 4.54
N -0.04 -3.23 4.86
N 0.02 -4.57 4.77
N -1.11 -5.08 5.13
C -1.95 -4.04 5.47
C -3.29 -4.05 5.90
C -3.88 -2.84 6.14
C -3.17 -1.63 5.96
C -1.87 -1.59 5.54
C -1.27 -2.84 5.30
H -0.66 -2.00 0.89
H -1.18 -2.84 2.37
H 0.47 -3.04 1.76
H 0.56 1.94 3.22
H 1.53 0.27 5.18
H 1.61 -2.11 5.47
H 1.81 -3.03 3.95
H -3.82 -4.99 6.01
H -4.91 -2.80 6.46
H -3.69 -0.69 6.15
H -1.34 -0.66 5.38
*
```



Entry 2:
A molecular structure, C27H20BCl3F4GeN9O5Pd. Source: the OMol25 dataset; level of theory: ωB97M-V with the def2-TZVPD basis set.

Summary:
maximum force = 2.23 eV/A
energy above the lowest of the compared OMol25 structures with the same formula, charge and spin = 277.0 kJ/mol
⟨S²⟩ = 0.7561
HOMO-LUMO gap (spin up / spin down) = 0.2354 / 0.2402 Ha
HOMO level (spin up / spin down) = -0.3421 / -0.3416 Eh

Geometry as ORCA input:
```
! RIJCOSX wB97M-V def2-TZVPD def2/J DEFGRID3
* xyz 0 2
Pd 2.12 -1.38 -1.69
C -0.97 3.15 -0.71
N -0.67 1.86 -1.34
C -0.21 0.74 -0.82
N 0.04 -0.14 -1.78
C -0.28 0.55 -2.92
N -0.73 1.76 -2.71
C -1.73 3.06 0.59
C -1.73 4.18 1.42
C -2.45 4.18 2.61
C -3.14 3.05 3.01
C -3.13 1.93 2.19
C -2.44 1.94 0.98
C -3.78 0.69 2.63
N -4.52 0.47 3.65
N -4.81 -0.92 3.63
C -4.20 -1.38 2.60
O -3.53 -0.43 1.91
C -4.08 -2.77 2.13
C -4.57 -3.82 2.90
C -4.38 -5.12 2.46
C -3.70 -5.38 1.27
C -3.22 -4.33 0.51
C -2.42 -4.57 -0.75
N -1.06 -4.03 -0.62
C -0.56 -2.93 -1.16
N 0.66 -2.73 -0.68
C 0.85 -3.78 0.18
N -0.18 -4.58 0.25
C -3.42 -3.02 0.93
H -1.54 3.71 -1.45
H -0.03 3.68 -0.55
H -0.07 0.57 0.23
H -0.18 0.13 -3.91
H -1.14 5.06 1.15
H -2.45 5.06 3.24
H -3.68 3.02 3.94
H -2.48 1.07 0.34
H -5.07 -3.61 3.83
H -4.76 -5.94 3.05
H -3.54 -6.40 0.95
H -2.87 -4.07 -1.60
H -2.34 -5.63 -0.96
H -1.05 -2.32 -1.90
H 1.75 -3.93 0.74
H -3.05 -2.20 0.34
O 2.45 0.23 -0.24
C 2.71 1.02 -1.20
O 2.54 0.62 -2.39
C 3.15 2.41 -0.95
C 3.93 3.07 -1.89
C 4.32 4.38 -1.65
C 3.90 5.04 -0.51
C 3.10 4.36 0.39
C 2.73 3.05 0.21
N 2.59 5.09 1.57
O 1.58 4.66 2.09
O 3.21 6.06 1.95
H 4.23 2.55 -2.78
H 4.95 4.90 -2.37
H 4.18 6.07 -0.31
H 2.14 2.53 0.95
Cl 3.44 -3.52 -1.47
Ge 4.96 -3.60 -3.32
Cl 5.81 -5.54 -2.64
Cl 1.54 -2.20 -3.65
F 4.78 -1.17 -0.74
B 5.47 -1.07 -1.95
F 4.55 -0.91 -3.01
F 6.40 -0.08 -1.94
F 6.08 -2.40 -2.25
*
```



Entry 3:
A molecular structure, C27H20Br5N2O5S5V. Source: the OMol25 dataset; level of theory: ωB97M-V with the def2-TZVPD basis set.

Summary:
maximum force = 5.13 eV/A
energy above the lowest of the compared OMol25 structures with the same formula, charge and spin = 185.4 kJ/mol
⟨S²⟩ = 0.7597
HOMO-LUMO gap (spin up / spin down) = 0.2275 / 0.2194 Ha
HOMO level (spin up / spin down) = -0.1753 / -0.1751 Eh

Geometry as ORCA input:
```
! RIJCOSX wB97M-V def2-TZVPD def2/J DEFGRID3
* xyz -1 2
V -0.23 -1.17 -0.54
Br -5.62 1.29 -3.90
C -4.40 0.92 -2.50
C -4.63 1.42 -1.22
Br -6.12 2.54 -0.91
C -3.77 1.12 -0.18
Br -4.03 1.75 1.58
C -2.65 0.30 -0.38
O -1.80 -0.07 0.49
C -2.42 -0.20 -1.71
O -1.35 -0.92 -1.76
C -3.29 0.12 -2.75
Br -2.91 -0.53 -4.48
C 2.56 4.40 1.30
S 0.83 3.88 1.06
C 0.63 4.31 -0.63
C 0.29 3.42 -1.59
S 0.10 1.75 -1.41
S 0.06 4.13 -3.20
C 0.42 5.79 -2.79
S 0.46 7.02 -3.86
S 0.73 6.01 -1.09
H 2.75 4.37 2.36
H 2.68 5.41 0.92
H 3.23 3.71 0.78
Br 0.39 -5.44 1.97
C -1.08 -4.22 2.01
C -1.65 -3.91 3.23
C -2.69 -2.99 3.27
C -3.17 -2.43 2.10
C -2.62 -2.78 0.88
C -1.54 -3.66 0.83
C -0.86 -3.96 -0.50
O -1.03 -5.03 -1.05
O -0.09 -3.02 -0.92
H -1.29 -4.37 4.14
H -3.12 -2.71 4.22
H -3.98 -1.71 2.13
H -3.03 -2.40 -0.05
N 5.83 -1.23 -0.59
C 4.86 -1.05 -1.17
C 3.64 -0.77 -1.83
C 3.58 0.07 -2.96
C 2.34 0.30 -3.51
C 1.20 -0.22 -2.90
N 1.26 -0.99 -1.79
C 2.46 -1.29 -1.30
H 4.48 0.47 -3.39
H 2.24 0.91 -4.39
H 0.23 -0.10 -3.37
H 2.48 -1.97 -0.47
C 1.94 -1.78 2.61
C 1.22 -0.59 1.94
C 0.16 0.01 2.88
C 2.25 0.50 1.57
O 0.60 -1.01 0.79
H 2.70 -2.19 1.95
H 1.23 -2.56 2.86
H 2.42 -1.43 3.52
H 0.61 0.35 3.81
H -0.61 -0.73 3.08
H -0.31 0.85 2.38
H 2.62 0.99 2.47
H 1.75 1.24 0.94
H 3.09 0.07 1.03
*
```



Entry 4:
A molecular structure, C27H20CoN3S2. Source: the OMol25 dataset; level of theory: ωB97M-V with the def2-TZVPD basis set.

Summary:
maximum force = 0.97 eV/A
energy above the lowest of the compared OMol25 structures with the same formula, charge and spin = 59.6 kJ/mol
HOMO-LUMO gap (spin up / spin down) = 0.2436 / 0.2381 Ha
HOMO level (spin up / spin down) = -0.2723 / -0.2686 Eh

Geometry as ORCA input:
```
! RIJCOSX wB97M-V def2-TZVPD def2/J DEFGRID3
* xyz 0 1
Co 0.52 -0.08 -0.24
C -1.83 -2.48 0.31
C -0.44 -2.96 0.01
C -0.25 -4.36 0.07
C 0.99 -4.89 -0.06
C 2.09 -4.04 -0.27
C 3.41 -4.54 -0.34
C 4.45 -3.68 -0.53
C 4.20 -2.30 -0.70
C 2.92 -1.80 -0.69
S 2.60 -0.12 -1.05
C 1.84 -2.66 -0.40
N 0.56 -2.12 -0.25
H -2.43 -3.31 0.67
H -2.30 -2.08 -0.58
H -1.81 -1.70 1.06
H -1.11 -4.99 0.26
H 1.15 -5.96 0.02
H 3.57 -5.61 -0.24
H 5.47 -4.04 -0.55
H 5.02 -1.62 -0.87
C 0.64 2.07 -2.66
C 0.60 2.67 -1.29
C 0.47 4.07 -1.17
C 0.43 4.65 0.06
C 0.53 3.85 1.21
C 0.51 4.41 2.52
C 0.62 3.58 3.60
C 0.74 2.19 3.42
C 0.75 1.62 2.17
S 0.86 -0.10 1.94
C 0.65 2.46 1.04
N 0.67 1.89 -0.22
H 0.68 2.86 -3.41
H -0.26 1.48 -2.85
H 1.49 1.42 -2.79
H 0.41 4.66 -2.07
H 0.34 5.73 0.16
H 0.40 5.48 2.63
H 0.60 3.99 4.60
H 0.82 1.54 4.29
N -6.79 0.34 -0.76
C -5.64 0.39 -0.70
C -4.20 0.44 -0.63
C -3.43 0.15 -1.75
C -2.05 0.09 -1.63
C -1.39 0.32 -0.43
C -2.19 0.69 0.67
C -3.57 0.74 0.58
H -3.92 -0.05 -2.69
H -1.49 -0.18 -2.52
H -1.72 0.94 1.61
H -4.17 0.98 1.45
*
```



maximum force of number 2 (C27H20BCl3F4GeN9O5Pd)? 2.23 eV/A



Among the records above, which one has the lowest maximum force? C27H20AgCl4IN6O2